ORCA calculation (wB97M-V/def2-TZVPD) on a 11-piece molecular cluster, C26H48N2O34S6 overall at a distorted geometry.

Bonds (Å) are listed after each position.
Atoms and positions in Å:
1 C -2.39 -2.64 -4.87  N2 1.432, H5 1.090, H6 1.090, H7 1.090
2 N -0.97 -2.51 -4.74  C1 1.432, O3 1.181, O4 1.219
3 O -0.29 -3.31 -5.28  N2 1.181
4 O -0.46 -1.60 -4.11  N2 1.219
5 H -2.58 -2.34 -5.91  C1 1.090
6 H -2.82 -1.85 -4.26  C1 1.090
7 H -2.79 -3.62 -4.61  C1 1.090
8 C 2.64 -3.65 -4.32  N9 1.484, H12 1.090, H13 1.090, H14 1.090
9 N 3.49 -2.88 -3.38  C8 1.484, O10 1.206, O11 1.220
10 O 3.02 -2.27 -2.45  N9 1.206
11 O 4.70 -2.93 -3.54  N9 1.220
12 H 3.32 -4.30 -4.87  C8 1.090
13 H 2.05 -3.02 -4.99  C8 1.090
14 H 1.82 -4.16 -3.81  C8 1.090
15 O 2.80 6.87 2.40  C16 1.258
16 C 1.84 6.92 1.58  O15 1.258, O17 1.342, C20 1.535
17 O 0.74 6.16 1.73  C16 1.342, C18 1.432
18 C -0.25 6.55 0.77  O17 1.432, C19 1.537, H21 1.090, H22 1.090
19 C 0.58 7.19 -0.36  C18 1.537, C20 1.532, H23 1.090, H24 1.090
20 C 1.83 7.77 0.31  C16 1.535, C19 1.532, H25 1.090, H26 1.090
21 H -1.03 7.21 1.14  C18 1.090
22 H -0.75 5.75 0.23  C18 1.090
23 H 0.02 7.97 -0.86  C19 1.090
24 H 0.75 6.46 -1.15  C19 1.090
25 H 1.61 8.81 0.56  C20 1.090
26 H 2.75 7.72 -0.27  C20 1.090
27 O -2.81 -0.11 -2.05  C28 1.249
28 C -3.62 0.84 -1.96  O27 1.249, O29 1.334, C32 1.585
29 O -4.80 0.72 -1.35  C28 1.334, C30 1.392
30 C -5.55 1.88 -1.23  O29 1.392, C31 1.485, H33 1.090, H34 1.090
31 C -4.68 2.94 -1.83  C30 1.485, C32 1.515, H35 1.090, H36 1.090
32 C -3.36 2.37 -2.29  C28 1.585, C31 1.515, H37 1.090, H38 1.090
33 H -5.59 2.17 -0.18  C30 1.090
34 H -6.53 1.76 -1.68  C30 1.090
35 H -4.66 3.86 -1.25  C31 1.090
36 H -5.18 3.34 -2.71  C31 1.090
37 H -2.49 2.77 -1.77  C32 1.090
38 H -3.26 2.47 -3.37  C32 1.090
39 O 1.49 1.85 2.99  C40 1.214
40 C 2.48 2.55 2.95  O39 1.214, O41 1.286, C44 1.523
41 O 3.14 2.98 3.98  C40 1.286, C42 1.375
42 C 3.99 4.01 3.67  O41 1.375, C43 1.500, H45 1.090, H46 1.090
43 C 4.20 3.91 2.19  C42 1.500, C44 1.487, H47 1.090, H48 1.090
44 C 2.94 3.29 1.71  C40 1.523, C43 1.487, H49 1.090, H50 1.090
45 H 4.87 3.88 4.29  C42 1.090
46 H 3.54 4.92 4.07  C42 1.090
47 H 5.01 3.25 1.88  C43 1.090
48 H 4.46 4.85 1.69  C43 1.090
49 H 2.98 2.66 0.81  C44 1.090
50 H 2.19 4.02 1.42  C44 1.090
51 C -4.52 -1.86 3.85  C52 1.525, O57 1.390, H58 1.090, H59 1.090
52 C -3.91 -1.05 4.99  C51 1.525, O53 1.437, H60 1.090, H61 1.090
53 O -3.61 0.22 4.39  C52 1.437, S54 1.676
54 S -3.69 0.20 2.71  O53 1.676, O55 1.511, O56 1.475, O57 1.619
55 O -2.34 0.47 2.09  S54 1.511
56 O -4.80 0.98 2.14  S54 1.475
57 O -3.93 -1.40 2.68  C51 1.390, S54 1.619
58 H -5.59 -1.66 3.72  C51 1.090
59 H -4.52 -2.95 3.95  C51 1.090
60 H -2.98 -1.51 5.33  C52 1.090
61 H -4.50 -0.93 5.90  C52 1.090
62 C -0.05 0.55 -0.22  C63 1.561, O68 1.423, H69 1.090, H70 1.090
63 C 0.91 0.10 -1.37  C62 1.561, O64 1.369, H71 1.090, H72 1.090
64 O 1.43 1.27 -1.87  C63 1.369, S65 1.699
65 S 0.25 2.49 -1.97  O64 1.699, O66 1.473, O67 1.476, O68 1.694
66 O -0.54 2.34 -3.20  S65 1.473
67 O 0.75 3.81 -1.55  S65 1.476
68 O -0.57 1.80 -0.66  C62 1.423, S65 1.694
69 H 0.49 0.67 0.72  C62 1.090
70 H -0.86 -0.14 0.02  C62 1.090
71 H 0.28 -0.45 -2.08  C63 1.090
72 H 1.77 -0.46 -1.02  C63 1.090
73 C 5.19 0.43 -1.63  C74 1.525, O79 1.441, H80 1.090, H81 1.090
74 C 4.61 0.31 -0.23  C73 1.525, O75 1.421, H82 1.090, H83 1.090
75 O 5.61 0.75 0.67  C74 1.421, S76 1.665
76 S 7.10 0.81 -0.07  O75 1.665, O77 1.445, O78 1.515, O79 1.625
77 O 8.09 0.02 0.64  S76 1.445
78 O 7.45 2.26 -0.33  S76 1.515
79 O 6.60 0.16 -1.46  C73 1.441, S76 1.625
80 H 5.05 1.50 -1.82  C73 1.090
81 H 4.58 -0.17 -2.30  C73 1.090
82 H 4.45 -0.74 0.05  C74 1.090
83 H 3.73 0.95 -0.15  C74 1.090
84 C -0.39 -6.73 -0.81  C85 1.542, O90 1.419, H91 1.090, H92 1.090
85 C -0.56 -6.52 -2.33  C84 1.542, O86 1.450, H93 1.090, H94 1.090
86 O 0.23 -5.34 -2.61  C85 1.450, S87 1.719
87 S 0.89 -4.60 -1.20  O86 1.719, O88 1.470, O89 1.462, O90 1.632
88 O 0.55 -3.17 -1.18  S87 1.470
89 O 2.25 -5.09 -0.96  S87 1.462
90 O -0.13 -5.45 -0.24  C84 1.419, S87 1.632
91 H 0.50 -7.33 -0.63  C84 1.090
92 H -1.24 -7.14 -0.27  C84 1.090
93 H -1.60 -6.27 -2.52  C85 1.090
94 H -0.30 -7.42 -2.89  C85 1.090
95 C -0.26 -1.04 3.86  C96 1.525, O101 1.404, H102 1.090, H103 1.090
96 C 0.87 -1.66 4.69  C95 1.525, O97 1.372, H104 1.090, H105 1.090
97 O 1.87 -2.05 3.83  C96 1.372, S98 1.630
98 S 1.37 -2.00 2.28  O97 1.630, O99 1.478, O100 1.445, O101 1.622
99 O 0.62 -3.25 2.06  S98 1.478
100 O 2.39 -1.64 1.32  S98 1.445
101 O 0.43 -0.74 2.68  C95 1.404, S98 1.622
102 H -0.64 -0.11 4.27  C95 1.090
103 H -1.18 -1.61 3.73  C95 1.090
104 H 0.51 -2.47 5.32  C96 1.090
105 H 1.30 -1.03 5.46  C96 1.090
106 C -3.47 -3.20 -1.10  C107 1.504, O112 1.336, H113 1.090, H114 1.090
107 C -2.57 -2.57 -0.07  C106 1.504, O108 1.386, H115 1.090, H116 1.090
108 O -2.76 -3.33 1.07  C107 1.386, S109 1.702
109 S -4.09 -4.38 0.95  O108 1.702, O110 1.479, O111 1.460, O112 1.603
110 O -5.38 -3.72 1.26  S109 1.479
111 O -3.91 -5.71 1.53  S109 1.460
112 O -3.77 -4.41 -0.62  C106 1.336, S109 1.603
113 H -2.98 -3.44 -2.05  C106 1.090
114 H -4.36 -2.61 -1.29  C106 1.090
115 H -2.87 -1.57 0.24  C107 1.090
116 H -1.62 -2.64 -0.59  C107 1.090

The HOMO-LUMO gap (spin up / spin down) comes out at 8.85 / 3.58 eV. As for the LUMO energy (spin up / spin down): -3.47 / -8.74 eV. The net charge is +1. The spin multiplicity is 2.